(1)
{"formula": "C7H12S", "method": "ωB97M-V/def2-TZVPD", "orbital_gap_ev": [4.6, 6.4], "e_tot_ha": -671.8803, "homo_ha": [-0.1453, -0.3342], "e_above_lowest_kj_mol": 33.3, "charge": 0, "spin_multiplicity": 3, "species": ["C", "C", "C", "C", "C", "C", "C", "S", "H", "H", "H", "H", "H", "H", "H", "H", "H", "H", "H", "H"], "positions_angstrom": [[-2.956173, 0.846593, -0.142471], [-1.775507, 0.535704, -0.570635], [1.127682, -1.624766, -0.744010], [0.035494, -0.669105, 1.292974], [1.549116, 0.761668, -0.105000], [-0.643323, 0.077554, -0.999469], [0.509459, -0.367279, -0.128061], [-4.169473, -0.443601, 0.091034], [-3.282061, 1.837496, 0.128975], [0.391310, -2.424612, -0.790278], [1.487579, -1.426230, -1.751404], [1.967177, -1.961552, -0.139756], [0.889077, -0.884124, 1.935460], [-0.504178, 0.178960, 1.706246], [-0.627616, -1.531609, 1.296454], [1.143480, 1.636166, 0.398012], [1.829436, 1.046039, -1.115306], [2.445639, 0.442809, 0.421905], [-0.443710, 0.075809, -2.065432], [-5.236062, 0.345184, -0.059534]], "forces_ev_per_a": [[-0.003, 1.075, 0.138], [-0.546, 1.483, 0.498], [-0.040, 0.092, 0.174], [0.134, -0.016, -0.194], [-0.067, -0.170, 0.128], [2.124, -1.614, -1.095], [0.025, -0.106, -0.040], [-1.171, -1.245, 0.123], [-0.493, 0.144, -0.141], [-0.037, -0.062, -0.025], [0.037, 0.015, -0.118], [0.185, -0.088, 0.061], [0.022, -0.024, 0.071], [-0.043, 0.141, 0.135], [-0.088, -0.096, 0.033], [-0.031, 0.126, 0.028], [0.039, 0.035, -0.133], [0.184, -0.025, 0.124], [-0.027, 0.265, -0.085], [-0.204, 0.071, 0.318]], "lowdin_spin": [0.36, 0.40, 0.02, 0.01, 0.02, 0.31, 0.05, 0.72, 0.01, 0.00, 0.00, 0.00, 0.00, 0.00, 0.00, 0.00, 0.00, 0.00, 0.04, 0.04]}

(2)
{"formula": "C4H8ClNO", "method": "ωB97M-V/def2-TZVPD", "orbital_gap_ev": 10.5, "e_tot_ha": -747.3251, "homo_ha": -0.3537, "e_above_lowest_kj_mol": 192.9, "charge": 0, "species": ["C", "C", "C", "C", "N", "O", "Cl", "H", "H", "H", "H", "H", "H", "H", "H"], "positions_angstrom": [[-1.424059, 0.488479, -0.307686], [-0.079329, 0.262088, -0.996333], [-0.902356, 0.912679, 1.060180], [0.861060, -0.264472, 0.084752], [1.196244, -2.130899, 0.044965], [0.353213, -0.020102, 1.264007], [2.517279, 0.537025, -0.152717], [-2.030171, 1.290977, -0.811614], [-2.048186, -0.455508, -0.220223], [-0.038928, -0.301566, -1.872708], [0.276631, 1.255392, -1.415335], [-0.712897, 1.959468, 0.984960], [-1.651905, 0.712168, 1.883776], [2.027867, -2.070985, -0.510691], [1.655544, -2.174745, 0.964665]], "forces_ev_per_a": [[-0.532, -1.024, -0.035], [0.436, 1.724, -0.316], [-0.897, -2.236, 0.561], [1.231, -3.049, -1.414], [-0.778, 4.268, 0.615], [-2.677, 2.251, 1.282], [-0.235, -0.397, 0.161], [0.608, -0.790, 0.583], [0.788, 1.074, -0.223], [-0.358, -1.515, -1.204], [-0.099, -0.875, 1.041], [1.139, 0.661, 0.534], [1.359, 0.068, -0.708], [0.547, -0.160, -0.967], [-0.532, -0.002, 0.092]], "mulliken_charge": [-0.46, -0.88, -0.47, 0.60, -0.67, -0.37, -0.23, 0.32, 0.26, 0.45, 0.32, 0.31, 0.29, 0.28, 0.26]}

(3)
{"formula": "C40H37AsN3O3Sn", "method": "ωB97M-V/def2-TZVPD", "orbital_gap_ev": 7.1, "e_tot_ha": -4386.3658, "homo_ha": -0.3792, "e_above_lowest_kj_mol": 106.3, "charge": 1, "species": ["Sn", "O", "C", "C", "C", "C", "C", "C", "C", "O", "N", "N", "C", "C", "C", "C", "C", "C", "N", "H", "H", "H", "H", "H", "H", "H", "H", "H", "H", "C", "C", "C", "C", "C", "C", "C", "C", "C", "H", "H", "H", "H", "H", "H", "H", "H", "H", "H", "H", "H", "O", "As", "C", "C", "C", "C", "C", "C", "C", "C", "C", "C", "C", "C", "C", "C", "C", "C", "C", "C", "H", "H", "H", "H", "H", "H", "H", "H", "H", "H", "H", "H", "H", "H", "H"], "positions_angstrom": [[-0.098838, 0.062196, 0.054064], [-4.318419, -0.694732, -2.528554], [-4.830172, 0.467240, -2.071929], [-5.891290, 1.046020, -2.764003], [-6.447355, 2.230160, -2.326079], [-5.965685, 2.852515, -1.178129], [-4.926186, 2.282780, -0.475850], [-4.337560, 1.093551, -0.912966], [-3.194646, 0.527966, -0.201818], [-2.337665, -0.192712, -0.847125], [-3.116855, 0.718612, 1.102270], [-2.017968, 0.186808, 1.623954], [-1.959685, -0.217861, 2.841770], [-0.798144, -0.990283, 3.228869], [-0.730920, -1.650133, 4.460773], [0.305468, -2.533417, 4.695251], [1.273856, -2.717209, 3.716783], [1.165205, -1.991766, 2.543526], [0.156656, -1.170948, 2.297041], [-3.539680, -0.898332, -1.975351], [-6.247961, 0.537435, -3.645869], [-7.257518, 2.675991, -2.884206], [-6.395274, 3.784045, -0.843733], [-4.516864, 2.751207, 0.404671], [-2.794058, -0.091732, 3.528271], [-1.494121, -1.474445, 5.202977], [0.362125, -3.081760, 5.621043], [2.090322, -3.405983, 3.855292], [1.896749, -2.082141, 1.750628], [1.170299, 3.661833, -1.834439], [1.832615, 2.348933, -1.538483], [1.883372, 1.360909, -2.522059], [2.595638, 0.183060, -2.325115], [2.735264, -0.822857, -3.422663], [3.242407, -0.011053, -1.109063], [3.209552, 0.956625, -0.111689], [4.027530, 0.786077, 1.131784], [2.488276, 2.128671, -0.331076], [1.810459, 4.242896, -2.500568], [1.010591, 4.242213, -0.928910], [0.211465, 3.520080, -2.332421], [1.429354, 1.552959, -3.485981], [3.723626, -0.742548, -3.874847], [1.993611, -0.662537, -4.200303], [2.630330, -1.833995, -3.035185], [3.835246, -0.902648, -0.960981], [5.036953, 1.161048, 0.953174], [4.108441, -0.262560, 1.407714], [3.606029, 1.342438, 1.965833], [2.494714, 2.902202, 0.426030], [0.067848, -1.911074, -1.079799], [-1.084074, -2.717196, -1.969665], [-2.515471, -3.249345, -0.788437], [-2.350219, -3.031918, 0.569061], [-3.358394, -3.355479, 1.457228], [-4.526217, -3.925275, 0.979852], [-4.679992, -4.180458, -0.373618], [-3.675857, -3.841806, -1.265962], [-0.169237, -4.309344, -2.555853], [0.089572, -4.583459, -3.890329], [0.824644, -5.709106, -4.224561], [1.317615, -6.535105, -3.228302], [1.069958, -6.252386, -1.893843], [0.321306, -5.140035, -1.557290], [-1.617214, -1.730025, -3.542950], [-2.419399, -2.321518, -4.512576], [-2.795884, -1.591262, -5.627892], [-2.356923, -0.286745, -5.787177], [-1.537148, 0.292646, -4.833714], [-1.174281, -0.430164, -3.711874], [-1.427395, -2.583789, 0.914552], [-3.239574, -3.156850, 2.512629], [-5.321207, -4.172726, 1.665138], [-5.592707, -4.632900, -0.731895], [-3.800641, -4.029045, -2.325382], [-0.276524, -3.915935, -4.662546], [1.011788, -5.945102, -5.261560], [1.898738, -7.404681, -3.491135], [1.453375, -6.902003, -1.121422], [0.120872, -4.888193, -0.518925], [-2.753527, -3.346808, -4.388339], [-3.424645, -2.042258, -6.380797], [-2.643214, 0.276424, -6.660747], [-1.185530, 1.304823, -4.968806], [-0.546859, 0.009819, -2.941042]], "forces_ev_per_a": [[-1.017, -1.115, -0.169], [-0.108, -0.105, 0.000], [0.039, 0.292, 0.251], [0.129, -0.211, -0.021], [0.108, -0.082, 0.066], [-0.031, 0.139, 0.064], [0.062, -0.147, -0.146], [-0.215, 0.086, -0.373], [0.395, -0.387, 0.420], [0.765, 0.215, -0.014], [-0.907, 0.724, 0.399], [1.065, -0.831, -0.027], [-0.548, 0.637, -0.629], [0.549, -0.574, 0.337], [-0.052, 0.305, -0.342], [0.196, 0.015, -0.230], [-0.091, 0.082, 0.076], [0.239, -0.169, 0.025], [-0.301, 0.292, -0.369], [-0.060, 0.110, -0.239], [-0.093, -0.008, -0.115], [-0.065, 0.021, -0.023], [-0.050, 0.064, 0.026], [-0.043, 0.070, 0.138], [-0.007, 0.007, -0.067], [-0.098, -0.001, 0.043], [-0.017, -0.041, 0.152], [0.099, -0.053, 0.019], [0.090, -0.080, -0.019], [-0.030, -0.014, 0.017], [0.183, 0.036, 0.024], [0.152, 0.052, 0.187], [-0.140, 0.104, -0.003], [-0.017, -0.096, 0.003], [-0.096, 0.139, 0.104], [0.004, 0.072, -0.090], [0.007, 0.018, 0.020], [0.130, 0.012, -0.251], [-0.063, 0.067, -0.005], [-0.021, 0.049, 0.033], [-0.037, 0.035, -0.026], [-0.116, -0.030, -0.068], [0.046, -0.016, -0.064], [-0.072, -0.027, -0.098], [-0.040, -0.114, -0.008], [0.028, -0.168, 0.034], [0.023, -0.012, 0.082], [0.047, -0.084, 0.077], [0.005, 0.021, 0.085], [-0.069, 0.058, 0.065], [0.393, 1.469, 1.182], [-0.314, -0.782, -0.681], [0.057, -0.026, -0.302], [0.361, 0.258, 0.020], [0.001, -0.030, -0.045], [-0.050, -0.030, 0.015], [-0.076, -0.016, -0.054], [0.051, 0.030, -0.165], [-0.164, 0.243, 0.013], [-0.169, 0.229, -0.105], [0.031, -0.050, -0.043], [-0.012, -0.027, -0.029], [-0.028, -0.007, 0.078], [-0.111, 0.143, 0.260], [-0.047, -0.305, 0.132], [-0.077, -0.191, 0.190], [-0.008, -0.105, -0.043], [0.032, -0.065, 0.025], [0.021, 0.008, 0.018], [0.318, 0.148, 0.491], [-0.024, -0.013, 0.098], [0.036, -0.008, 0.074], [-0.103, -0.044, 0.070], [-0.037, -0.021, -0.060], [-0.089, 0.000, 0.007], [0.043, -0.084, -0.006], [0.038, 0.032, -0.071], [0.056, -0.111, -0.041], [0.037, -0.034, 0.059], [0.055, -0.167, -0.040], [-0.045, 0.061, -0.107], [-0.058, -0.056, -0.024], [-0.065, 0.057, -0.110], [0.025, 0.079, 0.046], [-0.033, 0.060, -0.202]], "mulliken_charge": [0.72, -0.41, 0.15, -0.77, -0.38, -0.78, -0.80, 0.49, 0.93, -0.21, -1.21, 0.68, -1.06, 0.92, -0.88, -0.36, -0.91, -0.24, 0.12, 0.12, 0.46, 0.42, 0.41, 0.46, 0.40, 0.49, 0.45, 0.45, 0.54, -1.72, 0.57, -0.43, 0.88, -1.76, -0.26, 0.70, -1.74, -0.82, 0.38, 0.40, 0.35, 0.57, 0.48, 0.32, 0.29, 0.44, 0.38, 0.36, 0.40, 0.41, 0.45, 1.06, 0.41, -0.55, -0.43, -0.81, -0.73, -0.36, 0.45, -0.25, -0.79, -0.49, -0.72, -0.56, 0.06, -0.36, -0.91, -0.73, -0.92, 0.65, 0.60, 0.50, 0.42, 0.45, 0.27, 0.40, 0.43, 0.40, 0.41, 0.37, 0.41, 0.46, 0.46, 0.50, 0.02]}